Density functional theory data (ωB97M-V with the def2-TZVPD basis set) for a molecular structure, C47H106F6N4O14Y at a distorted geometry.

XYZ file:
```
178
Properties=species:S:1:pos:R:3:forces:R:3:mulliken_charge:R:1
Y 5.677840 2.030506 0.152410 -5.0 -3.5 -1.9 1.51
C 3.806481 -0.520601 1.023110 -0.3 1.1 -0.9 0.58
O 3.032851 0.662234 1.100491 -0.1 -0.5 0.3 0.69
O 5.084342 -0.076610 0.854368 2.0 2.0 -0.1 -0.81
C 3.564503 -1.358199 2.284575 0.9 -1.0 1.2 0.07
F 3.380243 -0.615590 3.394395 -0.1 0.2 -0.2 -0.18
F 2.540846 -2.188615 2.170647 -0.7 0.4 -0.4 0.12
F 4.609993 -2.162038 2.586638 0.2 0.2 -0.4 -0.36
C 1.720979 0.585610 0.594994 -1.8 0.1 -0.9 -0.59
C 1.058214 1.939496 0.673657 -0.5 0.1 1.0 -0.61
H 1.618598 2.703788 0.144917 -0.5 0.0 -0.5 -0.35
H 0.011355 1.819392 0.387946 0.2 0.2 -0.8 0.30
H 0.903713 2.300949 1.698978 0.6 -0.3 0.2 0.73
H 1.000328 -0.112837 1.046175 0.8 -0.2 0.8 0.03
H 1.686616 0.230678 -0.444454 0.6 0.2 -0.1 0.20
H 3.487623 -1.126511 0.162665 -0.1 -0.1 0.1 0.14
C 3.788477 2.262447 -2.713213 1.5 1.4 -0.9 -0.09
O 3.325939 3.489442 -2.155238 -0.3 0.1 0.5 -0.41
O 4.521281 1.600309 -1.784184 1.2 0.2 2.8 -0.63
C 2.674005 1.494486 -3.453491 0.1 -1.0 0.9 0.21
F 1.495988 1.485882 -2.789864 0.3 -0.1 0.0 0.34
F 2.447293 2.001351 -4.663898 0.1 0.0 0.0 -0.27
F 3.089862 0.227839 -3.588316 -0.3 0.1 -0.2 -0.27
C 2.447250 4.331619 -2.927588 0.4 -0.7 -1.7 -0.12
C 2.184394 5.632794 -2.243169 -0.2 -0.1 0.1 -0.92
H 1.604153 6.241888 -2.935785 -0.1 0.1 0.2 0.52
H 1.605023 5.464991 -1.332874 -0.1 0.2 -0.1 -0.14
H 3.090537 6.186530 -1.996675 0.1 -0.1 -0.1 0.40
H 1.546463 3.779341 -3.204557 -0.3 0.2 0.7 0.06
H 2.900685 4.465410 -3.920873 0.3 0.3 0.3 0.36
H 4.518680 2.472817 -3.518437 -0.5 0.4 -0.3 0.29
O 3.789281 3.402418 0.430727 1.0 0.4 0.4 0.04
H 3.446322 3.820026 -0.395091 0.1 -0.6 -0.4 0.49
H 3.163326 3.625694 1.144158 0.4 0.0 0.2 0.05
O 6.517533 -2.910605 -0.028411 0.0 0.1 -0.1 -0.62
H 6.184781 -2.945754 -0.931456 0.0 -0.1 0.0 0.31
H 6.176776 -2.085190 0.333175 -0.1 0.0 -0.1 0.18
O 4.922661 -1.758688 6.362527 0.0 0.0 0.0 -0.66
H 4.419818 -1.445331 5.605310 0.0 0.0 0.0 0.32
H 5.451011 -2.487107 6.020820 0.0 0.0 0.0 0.32
O 3.016887 2.172104 3.838734 0.0 0.4 0.1 -0.63
H 2.941069 1.239201 4.061315 0.0 0.0 0.0 0.40
H 3.595117 2.185820 3.071852 -0.1 -0.2 0.1 0.21
O 7.360279 -1.576831 2.678563 0.5 0.3 0.2 -0.58
H 6.582526 -2.122710 2.562488 -0.1 -0.1 0.0 0.31
H 7.251360 -0.856239 2.055337 -0.1 -0.1 0.0 0.26
C -2.184631 0.963104 -5.773901 0.2 -0.4 1.1 -1.85
C -3.075443 0.521547 -4.583887 0.2 0.2 -0.6 1.65
C -3.863943 -0.690323 -5.096793 -1.3 -0.8 0.2 -1.20
C -4.324741 -1.703403 -4.024505 0.7 1.4 -0.3 -0.98
C -3.201968 -2.009122 -3.027721 -1.3 -0.3 -1.0 -1.16
C -2.509656 -0.781830 -2.434396 0.1 -1.1 0.8 2.24
N -2.189122 0.158582 -3.479883 0.6 -0.8 -0.9 -0.02
O -1.424432 1.257631 -3.011424 -0.5 0.1 0.2 0.53
C -3.334722 -0.215526 -1.280120 -0.1 1.6 0.3 -1.21
C -1.222919 -1.349255 -1.829380 0.5 0.1 0.6 -1.30
C -4.043872 1.643078 -4.225475 -0.6 0.8 0.3 -1.97
H -2.837047 1.440069 -6.499570 0.4 0.1 -0.3 0.44
H -1.665762 0.078758 -6.143803 -0.3 0.0 -0.4 0.47
H -1.367443 1.590379 -5.415182 -0.4 0.6 -0.2 0.16
H -4.806039 -0.315667 -5.512496 0.2 0.2 -0.2 0.33
H -3.434490 -1.229053 -5.943623 0.7 0.2 0.2 0.41
H -4.659165 -2.610487 -4.522979 -0.2 0.0 0.1 0.47
H -5.167062 -1.212559 -3.528532 -0.1 -0.4 0.3 0.34
H -2.468707 -2.643600 -3.530746 0.1 0.0 0.1 0.50
H -3.731290 -2.602951 -2.278739 0.7 0.0 0.5 0.22
H -4.179816 0.373341 -1.645028 -0.2 -0.4 -0.1 0.30
H -3.674420 -0.892484 -0.496947 0.1 -0.5 -0.4 0.13
H -2.759612 0.552492 -0.744414 0.2 -0.2 -0.1 -0.03
H -0.621937 -0.575169 -1.337423 -0.2 0.0 0.1 -0.15
H -1.515062 -2.090676 -1.080721 0.1 0.1 0.2 -0.17
H -0.540636 -1.872079 -2.504474 -0.3 0.2 -0.4 0.40
H -4.738824 1.916394 -5.025369 0.4 -0.2 -0.3 0.53
H -3.526861 2.567829 -3.957685 0.1 -0.1 0.1 0.26
H -4.731417 1.411399 -3.406463 0.3 -0.2 0.1 0.45
H -0.528445 1.075224 -3.309908 0.0 -0.1 0.0 0.09
C -0.063282 -4.964971 -1.113182 -1.2 0.1 -0.6 -2.36
C 1.365226 -5.486851 -1.072580 0.0 -0.3 -0.1 2.15
C 2.321450 -4.399578 -0.515380 -0.3 -0.1 1.1 -0.51
C 3.487952 -4.896347 0.372296 -0.7 -1.1 -0.5 0.29
C 3.099293 -6.124883 1.218474 0.4 0.8 0.3 -1.12
C 2.425494 -7.242070 0.455919 0.4 -0.3 -0.5 1.57
N 1.236775 -6.597217 -0.105203 0.0 -0.1 0.6 1.06
O 0.336949 -7.582389 -0.599855 0.3 -0.1 -0.6 -0.57
C 3.405866 -7.866377 -0.551061 -0.2 -0.2 -0.6 -1.90
C 1.982660 -8.373086 1.390975 0.5 1.0 0.4 -2.11
C 1.845629 -5.896319 -2.469499 -0.9 -0.8 -0.2 -1.88
H -0.253931 -4.149507 -1.815518 0.4 0.4 0.4 0.28
H -0.435292 -4.766129 -0.105154 0.4 0.6 0.0 0.34
H -0.799092 -5.701914 -1.449283 0.5 -0.4 -0.2 0.55
H 2.733839 -3.828583 -1.348629 -0.2 0.1 -0.1 0.40
H 1.688953 -3.738575 0.088606 0.1 0.1 0.0 -0.24
H 3.774529 -4.170096 1.127473 0.3 0.4 -0.5 -0.40
H 4.317507 -5.161522 -0.284031 0.3 0.2 0.2 0.38
H 2.429315 -5.723320 1.986989 -0.1 -0.4 0.1 -0.13
H 4.012743 -6.467557 1.713160 -0.1 -0.2 0.0 0.52
H 3.976637 -7.151415 -1.140856 0.1 0.1 0.2 0.25
H 4.114357 -8.527214 -0.049870 0.0 0.1 0.1 0.45
H 2.860360 -8.472193 -1.280639 -0.1 -0.1 0.1 0.37
H 2.857695 -8.640164 1.987937 -0.1 -0.1 0.1 0.50
H 1.236917 -7.947598 2.066528 -0.2 -0.4 0.0 0.32
H 1.655628 -9.254805 0.852207 -0.3 0.0 0.0 0.40
H 1.699129 -5.092193 -3.191521 0.2 0.2 0.1 0.42
H 1.220961 -6.723627 -2.824885 0.0 0.0 0.0 0.41
H 2.861475 -6.274104 -2.481521 0.2 0.4 -0.1 0.38
H -0.376625 -7.613510 0.044457 0.1 0.1 0.1 0.31
C -0.415634 -2.252761 4.645582 0.1 0.5 -0.1 -2.06
C -1.171487 -3.336542 3.878035 -0.3 -0.1 0.9 2.13
C -1.624258 -4.336916 4.947779 0.4 -2.1 0.7 -1.52
C -2.731000 -5.281280 4.480149 0.0 0.6 -1.0 -0.53
C -3.880134 -4.407994 3.967645 -0.2 -1.3 0.5 -1.47
C -3.473588 -3.499422 2.814067 -1.0 -0.9 0.1 1.77
N -2.369098 -2.701461 3.317336 -0.1 0.8 -0.4 -0.11
O -1.973838 -1.772565 2.289496 0.3 -0.2 0.0 -0.04
C -3.270762 -4.362739 1.561518 1.1 1.1 -1.6 -1.05
C -4.674507 -2.605212 2.510649 0.0 0.7 0.8 -1.92
C -0.276990 -4.044820 2.861344 0.0 0.7 0.2 -1.10
H -1.146617 -1.671296 5.210604 0.0 0.0 0.0 0.56
H 0.136420 -1.570118 3.992980 0.0 -0.1 -0.1 0.05
H 0.287308 -2.653177 5.377905 0.0 -0.2 -0.2 0.42
H -0.753399 -4.980261 5.144477 0.1 0.2 -0.1 0.44
H -1.842661 -3.984397 5.959047 -0.3 0.9 -0.4 0.39
H -3.112946 -6.006681 5.196037 0.3 0.2 0.4 0.45
H -2.315547 -5.887434 3.667512 -0.2 0.0 -0.1 0.23
H -4.267456 -3.875492 4.840795 0.0 0.4 -0.2 0.41
H -4.687397 -5.069162 3.635054 -0.1 0.2 -0.1 0.46
H -2.633347 -5.242298 1.624371 -0.3 -0.2 0.3 0.20
H -4.194760 -4.565710 1.021963 -0.2 -0.5 0.6 0.52
H -2.778545 -3.736962 0.795786 0.2 0.0 0.3 -0.14
H -4.427110 -1.729776 1.912786 0.1 -0.2 -0.3 0.20
H -5.468993 -3.178807 2.042266 0.0 0.0 -0.1 0.45
H -5.051348 -2.224310 3.464575 -0.1 0.1 -0.1 0.43
H 0.637150 -4.332173 3.382044 0.0 -0.2 -0.2 0.59
H -0.021106 -3.320397 2.086830 0.0 -0.2 -0.2 -0.18
H -0.776879 -4.907457 2.432819 0.2 -0.1 -0.1 0.13
H -2.053692 -0.914990 2.719104 -0.1 0.0 0.0 0.21
C -4.455318 7.680514 -1.875063 -0.6 0.0 -0.9 -1.99
C -3.182750 7.020755 -1.319034 -1.1 0.3 -0.8 1.80
C -3.136749 7.416365 0.165747 0.3 0.2 -0.6 -1.67
C -2.272372 6.458291 0.981141 -0.4 0.5 -0.3 0.32
C -2.984259 5.106571 0.871204 -0.1 1.6 -0.4 -1.66
C -2.938675 4.587538 -0.572204 1.0 -1.1 0.9 2.14
N -3.413253 5.585393 -1.493377 -1.3 -0.1 1.2 0.35
O -3.443606 5.137362 -2.835273 0.6 0.0 0.6 -0.50
C -1.492983 4.106234 -0.939651 -0.2 -0.5 0.3 0.01
C -3.840693 3.352499 -0.529153 -1.9 0.3 -1.4 -1.99
C -1.987697 7.543524 -2.139037 0.0 -0.1 0.2 -1.54
H -5.363252 7.293495 -1.409633 0.2 0.0 0.4 0.45
H -4.590386 7.414033 -2.928602 0.2 0.1 0.0 0.40
H -4.493371 8.772141 -1.822083 0.3 0.0 0.2 0.39
H -2.851847 8.473708 0.164220 0.6 -0.2 0.2 0.59
H -4.144646 7.501213 0.581984 -0.1 -0.6 0.0 0.35
H -2.239788 6.884842 1.985349 0.4 -0.5 0.2 0.38
H -1.278374 6.394958 0.523040 0.1 0.2 0.3 -0.33
H -4.023052 5.394981 1.061551 -0.1 -0.7 0.3 0.43
H -2.639697 4.336983 1.556036 0.0 0.0 0.0 0.52
H -1.021442 4.758528 -1.677442 0.2 0.0 0.1 -0.15
H -0.861099 4.030718 -0.050547 0.1 0.3 0.0 -0.20
H -1.534106 3.084384 -1.327618 0.1 0.1 -0.3 -0.42
H -3.833819 2.700751 0.342593 0.8 0.0 0.0 0.32
H -4.883752 3.698210 -0.552901 0.1 0.2 0.1 0.54
H -3.781411 2.780861 -1.458046 0.3 -0.2 0.2 0.11
H -2.298299 7.663862 -3.175498 0.1 0.1 0.0 0.37
H -1.130028 6.866673 -2.144844 0.0 0.0 0.2 0.09
H -1.668864 8.504060 -1.732603 0.1 0.1 -0.2 0.41
H -2.612733 4.637612 -2.892098 0.0 0.1 -0.6 0.36
C 2.385157 6.898210 1.074345 0.2 -0.1 0.0 -1.04
C 2.514265 6.514091 2.546386 0.1 0.5 -0.6 0.52
C 1.256325 5.827086 3.037447 0.3 -1.6 0.1 -0.65
O 3.658246 5.661243 2.754145 -0.2 -0.8 -0.2 -0.59
H 2.524777 6.026923 0.427197 0.1 0.0 0.2 -0.06
H 3.123369 7.656196 0.805142 0.0 0.0 -0.1 0.44
H 1.387855 7.275501 0.854504 0.0 0.2 0.0 0.38
H 2.743196 7.425745 3.103702 -0.4 0.0 0.1 0.38
H 1.036164 6.032375 4.081158 -0.3 0.3 -0.1 0.40
H 1.400840 4.733940 3.019054 0.4 0.1 0.1 0.10
H 0.410452 5.897282 2.355269 -0.2 0.8 0.3 -0.17
H 4.357005 5.889804 2.134723 -0.1 0.4 0.1 0.30
```
Positions in Å, forces in eV/Å.

The gap between HOMO and LUMO comes out at 3.559 eV. The net charge is +1. For the largest force on an atom, the calculation gives 6.41 eV/Å.